Entry 1:
A cluster of 12 separate species, H23O12 in total, computed with the ωB97M-V functional and the def2-TZVPD basis.

Positions of all 35 atoms, in Å:
O (-0.506, -1.663, -4.104)
H (-0.333, -3.447, 1.450)
H (-0.212, 1.416, 0.955)
O (1.685, -1.318, 3.226)
H (0.887, -1.470, 2.637)
H (2.368, -1.473, 2.616)
O (-0.938, 1.671, 4.611)
H (-0.999, 0.699, 4.562)
O (-0.134, 2.249, 1.348)
H (-0.784, 3.960, 1.077)
H (-0.928, 2.257, 1.931)
O (-0.441, -2.667, 1.928)
H (-1.990, -3.436, -2.891)
H (-2.091, -0.950, -0.179)
O (2.300, -0.746, -3.905)
H (-1.292, 0.529, -1.975)
H (-0.195, 1.790, 3.893)
O (-0.850, 4.736, 0.522)
H (-0.008, 4.989, 0.117)
H (2.254, -1.113, -3.092)
O (1.974, -0.713, -1.121)
H (1.922, 0.151, -1.522)
H (1.154, -0.695, -0.681)
O (-2.885, -3.026, -2.591)
H (-2.401, -2.519, -1.834)
H (-0.635, -0.966, -3.395)
O (-0.511, 0.129, -1.973)
H (-1.316, -2.289, -4.117)
H (1.741, 3.657, 2.420)
O (2.335, 2.843, 2.502)
H (-0.648, -0.621, -1.096)
H (1.720, -1.349, -4.531)
O (-1.272, -0.952, 0.024)
H (1.868, 2.321, 1.951)
H (-0.839, -1.985, 1.239)

Results
gap between HOMO and LUMO = 9.41 eV
energy relative to the best compared isomer or geometry (same formula, charge and spin) = 418.4 kJ/mol
total charge = -1
F_max = 0.188 hartree/bohr


Entry 2:
A structure of composition H23O12, computed with the ωB97M-V functional and the def2-TZVPD basis.

Positions of all 35 atoms, in Å:
O (-1.735, -0.294, -0.373)
H (-2.212, -0.055, 0.419)
H (2.184, -4.143, 1.978)
O (2.631, -2.369, 0.327)
H (2.593, -1.491, 0.547)
H (1.878, -2.638, -0.101)
O (-3.139, 0.864, -2.936)
H (-2.781, 1.037, -2.038)
O (1.802, -3.816, 2.766)
H (-0.993, 0.449, -0.915)
H (1.146, -3.235, 2.484)
O (0.378, 2.005, 0.827)
H (-0.051, 2.302, 0.234)
H (-3.036, -1.728, -0.357)
O (-0.237, 4.949, -1.039)
H (0.091, 3.973, -0.905)
H (-2.727, 1.562, -3.497)
O (-0.499, 1.273, -1.636)
H (-0.368, 0.963, -2.533)
H (-0.999, 4.570, -1.625)
O (2.884, 0.171, 1.235)
H (2.390, 0.735, 0.638)
H (3.756, -0.136, 1.011)
O (1.198, -2.194, -1.932)
H (0.710, -2.280, -2.763)
H (1.199, -1.414, -1.345)
O (-0.978, -2.218, 1.651)
H (-1.334, -2.886, 0.952)
H (-1.137, -1.410, 1.357)
O (2.241, 3.278, 2.704)
H (1.807, 4.007, 2.333)
H (1.521, 2.889, 3.329)
O (-3.832, -2.182, -0.603)
H (-0.127, 1.195, 1.017)
H (-4.225, -1.736, -1.212)

Results
gap between HOMO and LUMO = 9.17 eV
energy relative to the best compared isomer or geometry (same formula, charge and spin) = 571.9 kJ/mol
total charge = -1
F_max = 0.326 hartree/bohr


Entry 3:
A structure of composition H23O15S, computed with the ωB97M-V functional and the def2-TZVPD basis.

Positions of all 39 atoms, in Å:
O (1.151, -3.173, -1.578)
H (0.713, -2.552, -1.005)
H (0.486, -3.123, -2.318)
H (1.993, -2.959, -2.079)
S (-0.128, -0.199, -0.137)
O (0.554, 0.614, 0.784)
O (-0.652, 0.670, -1.172)
O (0.626, -1.288, -0.578)
O (-1.325, -0.741, 0.496)
O (0.401, 1.703, 3.142)
H (0.346, 0.991, 2.461)
H (0.649, 2.609, 2.821)
O (-1.093, 0.407, -3.196)
H (-0.923, 0.541, -2.131)
H (-0.585, 1.072, -3.640)
O (0.999, 2.337, -2.166)
H (1.956, 1.930, -2.100)
H (0.362, 1.753, -1.879)
O (-2.336, 2.620, -0.782)
H (-1.676, 1.874, -1.007)
H (-2.615, 2.776, 0.122)
O (3.237, -1.221, -0.120)
H (2.252, -1.343, -0.263)
H (3.148, -0.663, 0.682)
O (-3.558, -0.391, 1.481)
H (-3.624, -0.560, 2.350)
H (-2.639, -0.635, 0.986)
O (2.966, 0.631, 1.934)
H (3.398, 1.444, 1.913)
H (2.092, 0.686, 1.376)
O (-2.228, -2.836, -1.019)
H (-2.068, -1.952, -0.448)
H (-2.936, -3.174, -0.517)
O (1.138, 3.068, 0.293)
H (0.951, 2.176, 0.679)
H (1.392, 3.094, -0.668)
O (-0.717, -2.408, 2.377)
H (-0.695, -1.821, 3.235)
H (-1.014, -1.947, 1.679)

Results
gap between HOMO and LUMO = 7.73 eV
energy relative to the best compared isomer or geometry (same formula, charge and spin) = 313.2 kJ/mol
total charge = -1
F_max = 0.151 hartree/bohr


Entry 4:
A structure of composition H24HeO12, computed with the ωB97M-V functional and the def2-TZVPD basis.

Positions of all 37 atoms, in Å:
He (-0.198, 0.404, 0.233)
O (2.014, -0.013, -2.562)
H (2.065, 0.865, -2.941)
H (2.853, -0.418, -2.783)
O (-2.827, -0.768, -2.030)
H (-1.928, -1.006, -2.258)
H (-3.357, -1.495, -2.355)
O (1.513, -1.615, 2.059)
H (0.621, -1.340, 2.272)
H (1.402, -2.293, 1.393)
O (-1.889, 2.822, -0.087)
H (-1.910, 2.095, 0.535)
H (-1.489, 2.453, -0.874)
O (-0.070, 2.003, 3.873)
H (-0.151, 1.094, 3.585)
H (0.229, 2.475, 3.095)
O (-0.899, -0.419, 2.842)
H (-1.126, -1.056, 3.520)
H (-1.644, -0.431, 2.242)
O (-2.917, -0.678, 1.029)
H (-3.184, -0.749, 0.113)
H (-3.495, -0.009, 1.396)
O (3.191, 0.422, 2.810)
H (2.486, -0.210, 2.670)
H (3.140, 1.009, 2.055)
O (-0.534, 2.883, -2.836)
H (0.370, 2.820, -3.142)
H (-1.012, 2.244, -3.364)
O (3.112, 1.375, -0.192)
H (3.250, 2.316, -0.085)
H (2.635, 1.295, -1.019)
O (-0.305, -1.606, -3.034)
H (0.405, -0.983, -2.880)
H (-0.448, -1.580, -3.980)
O (0.206, -3.840, 0.559)
H (-0.597, -3.513, 0.154)
H (0.491, -4.552, -0.014)

Results
gap between HOMO and LUMO = 8.88 eV
energy relative to the best compared isomer or geometry (same formula, charge and spin) = 121.2 kJ/mol
F_max = 0.018 hartree/bohr


Entry 5:
A cluster of 12 separate species, H24O12 in total, computed with the ωB97M-V functional and the def2-TZVPD basis.

Positions of all 36 atoms, in Å:
O (0.346, -2.739, -2.140)
H (0.862, -3.147, -1.458)
H (0.180, -3.403, -2.802)
O (-1.287, 1.067, -2.551)
H (-1.034, 1.171, -1.607)
H (-0.590, 0.633, -3.004)
O (-0.439, -0.297, -0.270)
H (0.089, 0.299, 0.306)
H (0.135, -0.848, -0.785)
O (-3.148, -0.672, -0.487)
H (-2.225, -0.529, -0.626)
H (-3.642, 0.107, -0.667)
O (0.960, 1.367, 1.169)
H (0.275, 2.072, 1.045)
H (1.762, 1.916, 0.982)
O (0.364, -0.818, -4.089)
H (0.633, -1.501, -3.525)
H (0.453, -1.317, -4.912)
O (2.503, -0.251, -1.649)
H (2.484, -0.338, -0.676)
H (2.140, 0.635, -1.882)
O (-0.898, 3.012, 0.287)
H (-1.228, 3.563, -0.444)
H (-0.961, 3.603, 0.986)
O (2.719, -1.477, 1.541)
H (1.817, -1.433, 1.807)
H (3.159, -0.747, 2.063)
O (-1.953, 0.560, 2.039)
H (-2.815, 0.541, 2.404)
H (-2.115, 0.121, 1.180)
O (-0.130, -1.456, 2.403)
H (-0.568, -0.590, 2.467)
H (-0.549, -1.988, 1.737)
O (0.603, 1.091, 3.936)
H (1.335, 0.588, 4.224)
H (0.760, 1.204, 2.999)

Results
gap between HOMO and LUMO = 10.36 eV
energy relative to the best compared isomer or geometry (same formula, charge and spin) = 163.8 kJ/mol
F_max = 0.058 hartree/bohr


Entry 6:
A cluster of 12 separate species, H24O12 in total, computed with the ωB97M-V functional and the def2-TZVPD basis.

Positions of all 36 atoms, in Å:
O (0.346, -0.766, -1.328)
H (0.184, -0.373, -0.463)
H (1.265, -0.547, -1.517)
O (-1.309, 3.209, -0.150)
H (-0.652, 2.528, -0.331)
H (-1.980, 2.755, 0.372)
O (-2.061, -2.000, 1.788)
H (-1.138, -1.725, 1.770)
H (-2.473, -1.486, 1.085)
O (0.598, -3.509, 0.775)
H (-0.213, -3.937, 0.477)
H (0.850, -2.945, 0.035)
O (3.217, -0.828, 2.671)
H (2.742, -1.592, 2.326)
H (2.920, -0.097, 2.117)
O (3.447, -1.386, -2.124)
H (3.649, -1.521, -1.191)
H (3.589, -2.252, -2.522)
O (-1.944, 0.334, 3.448)
H (-2.731, 0.602, 2.961)
H (-1.987, -0.629, 3.451)
O (-4.482, -1.730, -1.783)
H (-4.572, -1.573, -0.837)
H (-3.732, -1.184, -2.042)
O (-3.927, 1.630, -0.560)
H (-3.174, 1.468, 0.020)
H (-4.579, 2.049, 0.013)
O (5.440, 1.090, -1.119)
H (5.372, 0.822, -2.042)
H (6.106, 0.498, -0.751)
O (-1.242, 0.947, -3.578)
H (-0.362, 1.298, -3.758)
H (-1.214, 0.713, -2.643)
O (1.627, 3.539, 1.580)
H (1.616, 3.479, 2.542)
H (0.802, 3.119, 1.310)

Results
gap between HOMO and LUMO = 10.51 eV
energy relative to the best compared isomer or geometry (same formula, charge and spin) = 284.8 kJ/mol
F_max = 0.009 hartree/bohr